No. 1
{"formula": "C2H3N3O2", "method": "the ωB97M-V functional and the def2-TZVPD basis", "smiles": "O=C1NN1/C=N/O", "gap_ev": 9.7122, "de_lowest_kj_mol": 533.6, "total_charge": 0, "spin_multiplicity": 1, "species": ["C", "C", "N", "N", "N", "O", "O", "H", "H", "H"], "coordinates": [[0.4044, -0.4425, -0.3558], [-1.7797, 0.9693, -0.6435], [-0.4838, 0.5441, -0.5529], [-1.0136, 1.5852, 0.3682], [1.2304, -0.5050, 0.6511], [-2.8432, 0.7942, -1.1813], [2.2255, -1.5796, 0.4377], [0.4077, -1.1510, -1.1315], [-1.1026, 1.3383, 1.3591], [2.9548, -1.5530, 1.0490]]}

***

No. 2
{"formula": "C4H9NO", "method": "the ωB97M-V functional and the def2-TZVPD basis", "smiles": "CCCN=C=O.[H][H]", "gap_ev": 11.1739, "de_lowest_kj_mol": 164.7, "total_charge": 0, "spin_multiplicity": 1, "species": ["C", "C", "C", "N", "C", "O", "H", "H", "H", "H", "H", "H", "H", "H", "H"], "coordinates": [[-1.7064, 0.5640, 0.3447], [-1.1100, -0.5195, -0.5487], [0.0927, -1.2198, 0.0765], [1.2278, -0.3297, 0.1787], [1.7910, 0.3108, -0.6800], [2.4106, 0.9849, -1.4121], [-2.5583, 1.0456, -0.1442], [-2.0632, 0.1373, 1.2891], [-0.9695, 1.3403, 0.5804], [-0.7980, -0.0844, -1.5084], [-1.8618, -1.2812, -0.7824], [0.4005, -2.0817, -0.5231], [-0.1426, -1.5766, 1.0849], [2.4276, 1.1223, 1.4766], [2.8977, 1.6020, 1.1552]]}